No. 1
Below is a structure of composition C41H38AsN6O6STb at a distorted geometry, with properties calculated with the ωB97M-V functional and the def2-TZVPD basis.

Positions of all 94 atoms, in Å:
Tb: 8.74635 -17.15005 -10.93537
O: 10.92035 -15.93147 -11.43564
C: 11.41153 -15.59706 -12.77912
C: 11.36996 -16.82767 -13.64435
N: 10.08183 -17.52680 -13.52169
C: 10.05619 -18.98507 -13.63012
C: 11.04470 -19.74187 -12.73739
O: 12.21879 -19.88540 -13.03896
O: 10.59033 -18.35616 -10.72282
C: 9.07298 -16.98490 -14.44654
C: 7.62815 -17.29946 -13.99438
O: 6.78335 -17.08282 -14.83499
O: 7.49137 -17.71929 -12.76767
H: 11.36663 -16.73101 -11.07107
H: 10.76115 -14.77568 -13.09573
H: 12.40859 -15.19552 -12.74852
H: 11.54488 -16.55692 -14.71232
H: 12.18598 -17.55823 -13.38288
H: 9.03188 -19.30899 -13.38137
H: 10.29339 -19.40514 -14.63632
H: 9.19186 -15.90684 -14.56654
H: 9.18290 -17.41778 -15.42353
S: 8.52931 -16.72670 -8.29550
C: 8.65679 -18.17360 -7.35153
C: 8.74293 -17.92540 -5.97161
C: 8.64476 -18.95304 -5.06909
C: 8.32088 -20.21613 -5.48107
C: 8.20213 -20.52401 -6.81580
C: 8.44636 -19.50783 -7.75962
As: 8.33966 -19.80200 -9.66892
C: 7.98475 -21.66356 -9.92323
C: 8.55957 -22.62394 -9.10083
C: 8.12293 -23.95835 -9.20608
C: 7.08842 -24.24003 -10.08559
C: 6.50161 -23.27591 -10.88656
C: 6.99211 -21.95894 -10.83930
C: 10.31894 -19.65565 -10.33962
C: 11.24786 -20.01153 -9.19004
C: 11.93642 -21.14614 -9.14225
C: 11.88206 -22.06937 -10.26268
C: 11.26748 -21.78576 -11.39937
C: 10.41850 -20.55814 -11.59800
H: 8.83466 -16.88903 -5.52048
H: 8.70374 -18.73247 -3.99718
H: 8.20084 -20.91340 -4.65222
H: 7.99765 -21.51113 -7.18808
H: 9.40350 -22.39583 -8.42948
H: 8.60333 -24.71713 -8.59990
H: 6.78061 -25.25037 -10.22880
H: 5.73213 -23.49848 -11.57015
H: 6.56432 -21.22885 -11.49332
H: 11.46866 -19.15002 -8.50526
H: 12.69561 -21.30569 -8.34480
H: 12.28884 -23.07484 -10.07338
H: 11.36295 -22.49153 -12.21789
H: 9.45439 -20.91246 -11.87212
C: 8.36334 -12.70218 -9.72847
C: 8.85996 -13.92416 -10.07102
N: 8.29489 -14.68562 -11.01446
C: 7.22686 -14.23637 -11.62657
C: 6.69952 -12.99410 -11.42573
C: 7.29623 -12.23818 -10.44273
C: 5.55190 -12.47837 -12.22239
C: 5.51303 -12.48514 -13.55989
C: 6.66038 -12.92097 -14.40548
C: 6.52624 -13.70353 -15.53408
C: 7.66423 -13.95801 -16.32162
N: 8.83698 -13.50838 -15.91339
C: 8.88024 -12.77482 -14.79824
N: 7.85476 -12.41181 -14.05382
H: 8.84433 -12.13970 -8.93157
H: 9.71029 -14.43324 -9.65791
H: 6.73121 -14.88251 -12.36768
H: 6.88857 -11.23584 -10.33060
H: 4.62035 -12.22235 -11.67808
H: 4.53564 -12.27994 -14.03120
H: 5.54049 -14.05003 -15.73477
H: 7.58441 -14.45585 -17.25778
H: 9.92556 -12.42315 -14.52900
N: 3.27563 -13.31654 -7.73064
C: 4.48327 -13.49744 -8.38808
O: 5.40161 -12.71982 -8.28201
C: 4.48259 -14.69458 -9.26350
C: 3.38681 -15.08908 -10.03081
C: 3.57773 -16.13953 -10.87557
C: 4.85389 -16.72939 -11.01223
N: 5.90984 -16.34177 -10.27900
C: 5.68118 -15.33715 -9.42848
H: 3.25113 -12.59090 -7.00727
H: 2.78165 -14.14928 -7.42117
H: 2.44382 -14.58611 -9.88562
H: 2.86933 -16.46775 -11.60199
H: 4.99493 -17.48359 -11.77596
H: 6.49467 -14.94455 -8.78788

Calculated values
- expectation value of S² = 12.6808
- total energy (Ha) = -5823.64729
- LUMO (alpha / beta) (eV) = -0.035 / -0.034
- charge = 0
- spin multiplicity = 7
- HOMO-LUMO gap (alpha / beta) (Ha) = 0.263 / 0.263
- energy relative to the best compared isomer or geometry (same formula, charge and spin) (eV) = 0.830

=====

No. 2
Below is a structure of composition C41H38BrN6O2S2Se2Y at a distorted geometry, with properties calculated with the ωB97M-V functional and the def2-TZVPD basis.

Positions of all 93 atoms, in Å:
Y: 0.67635 0.87704 1.49959
C: -2.93097 1.81160 -0.14048
C: -1.58536 1.70132 -0.80807
N: -0.64661 2.51288 -0.42069
N: 0.32824 2.73164 -1.37259
C: 1.51672 2.99322 -1.02451
S: 2.36305 2.77570 0.44898
S: 2.46962 3.70291 -2.37570
C: 1.37236 5.07900 -2.88740
C: 0.32010 4.74325 -3.89790
C: 0.64926 4.68547 -5.24542
C: -0.29474 4.34044 -6.19606
C: -1.59185 4.05013 -5.80926
C: -1.93517 4.11871 -4.47036
C: -0.99061 4.46431 -3.52199
C: -1.37025 0.68070 -1.84540
C: -2.21742 0.52592 -2.92959
C: -1.98700 -0.43215 -3.89961
C: -0.88723 -1.26736 -3.75412
C: -0.05356 -1.16828 -2.66850
C: -0.25309 -0.19271 -1.66451
O: 0.51638 -0.11939 -0.63360
H: -3.16339 2.85822 0.05530
H: -2.93447 1.26844 0.80119
H: -3.69680 1.37808 -0.78172
H: 2.05325 5.82148 -3.30987
H: 0.93234 5.49896 -1.98505
H: 1.66672 4.89672 -5.54930
H: -0.01507 4.29147 -7.24079
H: -2.32996 3.76611 -6.54722
H: -2.94276 3.88711 -4.15763
H: -1.25792 4.49262 -2.48034
H: -3.06040 1.19758 -3.03202
H: -2.63971 -0.52025 -4.75527
H: -0.68007 -2.01672 -4.51163
H: 0.80097 -1.82469 -2.56445
C: 4.39214 1.50347 4.44071
Se: 3.56037 0.50004 2.99645
C: 5.22864 -0.29923 2.21297
C: 5.14856 -0.19372 0.69746
Se: 3.34703 -0.41991 -0.08123
C: 3.44147 -2.33894 -0.42421
H: 4.75478 0.83504 5.22313
H: 3.62093 2.15719 4.85053
H: 5.21247 2.09907 4.03954
H: 5.30890 -1.34281 2.52987
H: 6.10265 0.23590 2.58502
H: 5.79922 -0.91243 0.18547
H: 5.43413 0.81241 0.37642
H: 4.30536 -2.55890 -1.05259
H: 2.52712 -2.59674 -0.95542
H: 3.49051 -2.92075 0.49700
Br: -4.86548 -4.82894 -5.12902
C: -4.16007 -5.18352 -3.39827
C: -4.87533 -5.98747 -2.52810
C: -4.34642 -6.25153 -1.28315
C: -3.13021 -5.69510 -0.89148
C: -2.41883 -4.89064 -1.78872
C: -2.93239 -4.63860 -3.04026
N: -2.60735 -6.18686 0.31711
N: -1.94493 -5.52499 1.15234
C: -1.88004 -4.14177 1.24906
C: -2.93097 -3.26706 1.00518
C: -2.79970 -1.89669 1.16075
C: -1.57763 -1.30793 1.54184
O: -1.41963 -0.04435 1.69572
C: -0.47928 -2.21657 1.81857
N: 0.69747 -1.64135 2.17613
C: 1.68309 -2.42468 2.54539
C: 1.58296 -3.82677 2.55610
C: 0.43026 -4.42441 2.12291
C: -0.66122 -3.61440 1.74240
H: -5.82825 -6.40604 -2.82236
H: -4.87177 -6.89395 -0.59180
H: -1.47227 -4.44383 -1.51195
H: -2.39178 -3.99766 -3.71842
H: -3.89565 -3.66873 0.71713
H: -3.64077 -1.23980 0.99026
H: 2.59765 -1.92711 2.85140
H: 2.43328 -4.41412 2.88222
H: 0.32735 -5.49941 2.07371
N: 1.09022 1.51162 3.51812
C: 0.84538 2.31021 4.52235
C: 1.06678 1.92757 5.88269
C: 0.86849 2.77955 6.93993
C: 0.42210 4.08158 6.75325
C: 0.16440 4.48612 5.44477
C: 0.35361 3.64748 4.37922
H: 1.39441 0.90842 6.05942
H: 1.06564 2.42160 7.94598
H: 0.27765 4.75284 7.58932
H: -0.19832 5.49145 5.25918
H: 0.15233 3.99666 3.36594

Calculated values
- total energy (Ha) = -10275.86273
- LUMO (eV) = 3.482
- charge = -2
- spin multiplicity = 1
- HOMO-LUMO gap (Ha) = 0.146
- energy relative to the best compared isomer or geometry (same formula, charge and spin) (eV) = 2.047

=====

No. 3
Below is a structure of composition C41H38Cl2O2P2PdS, with properties calculated with the ωB97M-V functional and the def2-TZVPD basis.

Positions of all 87 atoms, in Å:
Pd: 0.48840 0.17219 0.20283
O: -1.88943 1.18646 1.17000
C: -2.63431 1.98380 0.42598
C: -3.96037 2.38788 0.74775
C: -4.57249 3.35491 -0.00416
C: -3.90179 3.92008 -1.09954
C: -2.64284 3.41172 -1.51114
C: -2.02546 2.41983 -0.79681
P: -0.57412 1.55979 -1.47762
C: 0.44050 2.66405 -2.42955
C: 0.57372 2.48434 -3.81185
C: 1.34894 3.37421 -4.53707
C: 1.98987 4.42582 -3.89189
C: 1.86016 4.60102 -2.51470
C: 1.09261 3.72041 -1.77708
C: -1.19937 0.17487 -2.41369
C: -2.57002 -0.02178 -2.63763
C: -2.98752 -1.09066 -3.40651
C: -2.05248 -1.98104 -3.93631
C: -0.69383 -1.80316 -3.69934
C: -0.26088 -0.73237 -2.93903
C: -2.14151 0.81483 2.50942
C: -2.76487 1.65899 3.41103
C: -2.97241 1.20508 4.70728
C: -2.53634 -0.05567 5.09213
C: -1.84259 -0.85755 4.19291
C: -1.61049 -0.42264 2.88749
P: -0.64440 -1.46763 1.78110
C: 0.88634 -1.95749 2.52059
C: 1.42081 -1.30631 3.64665
C: 2.61634 -1.73911 4.18151
C: 3.29864 -2.80549 3.59516
C: 2.79425 -3.43125 2.45390
C: 1.60288 -3.00643 1.90465
C: -1.59184 -2.83233 1.14535
C: -2.49751 -2.60650 0.10258
C: -3.32044 -3.63303 -0.31787
C: -3.24606 -4.88001 0.29909
C: -2.34452 -5.10617 1.33340
C: -1.51015 -4.08930 1.76193
H: -4.47880 1.90468 1.56439
H: -5.57776 3.67784 0.23444
H: -4.36893 4.70905 -1.67663
H: -2.19348 3.80458 -2.41579
H: 0.06277 1.67365 -4.31638
H: 1.44478 3.25473 -5.60792
H: 2.59095 5.11962 -4.46514
H: 2.35902 5.42746 -2.02660
H: 0.99172 3.85195 -0.70552
H: -3.30292 0.68043 -2.25857
H: -4.04014 -1.22392 -3.61952
H: -2.38773 -2.81058 -4.54565
H: 0.02440 -2.49464 -4.11860
H: 0.79770 -0.59137 -2.75201
H: -3.05169 2.66719 3.14879
H: -3.47068 1.85056 5.41875
H: -2.70893 -0.40580 6.10141
H: -1.47764 -1.82628 4.51228
H: 0.88549 -0.48481 4.10816
H: 3.01648 -1.26535 5.06786
H: 4.22577 -3.15299 4.03307
H: 3.32848 -4.26241 2.01245
H: 1.20861 -3.48853 1.01804
H: -2.54182 -1.63888 -0.38491
H: -4.02405 -3.47256 -1.12369
H: -3.89781 -5.67995 -0.02675
H: -2.30037 -6.07465 1.81309
H: -0.82052 -4.26657 2.57742
Cl: 0.47685 2.45578 4.00785
C: 1.81097 2.99993 3.03404
Cl: 2.03565 1.97122 1.53058
H: 2.75151 2.90077 3.56253
H: 1.63806 4.00390 2.66838
O: 2.03388 -0.84357 -0.76684
S: 3.49737 -0.64611 -0.24163
C: 4.39694 -1.97464 -1.09424
C: 5.26556 -1.31614 -2.17346
C: 4.57005 -0.02372 -2.59192
C: 4.18107 0.65998 -1.28452
H: 3.61303 -2.61532 -1.50076
H: 4.95628 -2.53268 -0.34505
H: 5.40276 -2.00408 -3.00574
H: 6.25353 -1.09337 -1.76880
H: 3.68004 -0.23412 -3.18910
H: 5.22548 0.61629 -3.18029
H: 3.43843 1.45641 -1.35046
H: 5.05429 1.04265 -0.74797

Calculated values
- expectation value of S² = 6.0486
- total energy (Ha) = -3863.26687
- LUMO (alpha / beta) (eV) = -10.603 / -14.470
- charge = +4
- spin multiplicity = 5
- HOMO-LUMO gap (alpha / beta) (Ha) = 0.293 / 0.169
- energy relative to the best compared isomer or geometry (same formula, charge and spin) (eV) = 0.000